(1)
{"formula": "C22H25N3O5", "method": "wB97M-V/def2-TZVPD", "homo_energy_ev": -8.612, "total_energy_ha": -1393.87261, "smiles": "CCOC(=O)N1CCN(C(=O)c2ccccc2NC(=O)c2ccc(OC)cc2)CC1", "fmax_ev_per_a": 0.5, "lumo_ev": 0.59, "relative_energy_kj_mol": 108.84, "elements": ["C", "C", "H", "H", "O", "C", "O", "N", "C", "H", "H", "C", "N", "C", "O", "C", "C", "C", "C", "C", "C", "N", "C", "O", "C", "C", "C", "C", "C", "C", "H", "H", "O", "C", "H", "H", "H", "H", "H", "H", "H", "H", "H", "H", "C", "H", "C", "H", "H", "H", "H", "H", "H", "H", "H"], "coordinates": [[1.2010, 5.4839, -1.6803], [1.3004, 4.7995, -0.3247], [0.8954, 5.4323, 0.4680], [2.3429, 4.5470, -0.1067], [0.5148, 3.6090, -0.2756], [1.0849, 2.5076, -0.8141], [2.2007, 2.4775, -1.2771], [0.2645, 1.4321, -0.7576], [0.7056, 0.1580, -1.2803], [1.6922, 0.3011, -1.7230], [0.7850, -0.5619, -0.4581], [-0.2883, -0.3526, -2.3320], [-1.6262, -0.3472, -1.7895], [-2.4157, -1.4313, -1.5885], [-3.5255, -1.3381, -1.0948], [-1.8159, -2.7557, -1.9589], [-2.1256, -3.3830, -3.1539], [-1.5791, -4.6213, -3.4494], [-0.7279, -5.2333, -2.5450], [-0.4265, -4.6295, -1.3369], [-0.9761, -3.3905, -1.0331], [-0.7242, -2.7184, 0.1657], [0.3847, -2.8024, 0.9651], [1.2717, -3.6146, 0.8130], [0.4393, -1.7177, 1.9855], [1.6930, -1.2231, 2.3291], [1.8307, -0.1563, 3.1956], [0.6987, 0.4293, 3.7566], [-0.5618, -0.0912, 3.4461], [-0.6916, -1.1450, 2.5694], [-1.6787, -1.5390, 2.3705], [-1.4267, 0.3564, 3.9097], [0.7064, 1.4859, 4.6047], [1.9427, 2.0580, 4.9634], [1.7017, 2.8799, 5.6355], [2.5808, 1.3389, 5.4860], [2.4721, 2.4485, 4.0887], [2.8188, 0.2091, 3.4243], [2.5654, -1.6831, 1.8900], [-1.3740, -1.9709, 0.3660], [0.2341, -5.1026, -0.6300], [-0.2993, -6.1968, -2.7758], [-1.8186, -5.1046, -4.3841], [-2.7892, -2.8941, -3.8515], [-2.0498, 0.9548, -1.3208], [-3.0620, 0.8566, -0.9247], [-1.0832, 1.4433, -0.2362], [-1.3388, 2.4541, 0.0752], [-1.1339, 0.7777, 0.6354], [-2.0518, 1.6590, -2.1596], [-0.0152, -1.3592, -2.6488], [-0.2631, 0.3132, -3.2033], [0.1616, 5.6927, -1.9228], [1.6239, 4.8408, -2.4480], [1.7557, 6.4174, -1.6582]], "mulliken_charge": [-1.13, -0.30, 0.32, 0.34, -0.43, 0.70, -0.66, 0.22, -0.19, 0.57, -0.40, -0.86, 0.14, 0.18, -0.67, 0.50, -0.53, -0.68, -0.58, -0.52, 0.43, 0.01, 0.42, -0.68, 0.03, -1.07, -0.35, 0.92, -0.59, -0.34, 0.59, 0.46, -0.45, -0.84, 0.25, 0.35, 0.32, 0.41, 0.43, 0.08, 0.49, 0.40, 0.40, 0.48, -1.13, 0.51, 0.08, 0.50, -0.28, 0.26, 0.47, 0.43, 0.29, 0.30, 0.39]}


(2)
{"formula": "C22H25N5O2", "method": "wB97M-V/def2-TZVPD", "homo_energy_ev": -8.446, "total_energy_ha": -1277.37593, "smiles": "NC(=O)CCc1ccc2nc(C[C@H]3CO3)cnc2c1.c1cc[nH]c1.c1cc[nH]c1", "fmax_ev_per_a": 6.0, "lumo_ev": -1.26, "relative_energy_kj_mol": 623.86, "elements": ["N", "C", "O", "C", "C", "C", "C", "C", "C", "N", "C", "C", "C", "C", "O", "C", "N", "C", "C", "H", "H", "H", "H", "H", "H", "H", "H", "H", "H", "H", "H", "H", "H", "H", "N", "C", "C", "C", "C", "H", "H", "H", "H", "H", "N", "C", "C", "C", "C", "H", "H", "H", "H", "H"], "coordinates": [[5.1761, -2.9513, 0.2446], [6.3514, -2.0853, 0.0654], [7.4023, -2.4501, 0.5498], [6.2781, -0.7428, -0.7628], [5.5134, 0.4305, -0.0067], [3.9525, 0.3787, -0.1368], [3.2838, 1.1080, -1.2866], [1.8312, 1.0640, -1.3359], [1.0065, 0.3050, -0.3217], [-0.3716, 0.3462, -0.4736], [-1.0542, -0.4003, 0.4569], [-2.6217, -0.3826, 0.2441], [-3.3278, -0.9577, 1.6490], [-4.9700, -0.7702, 1.7108], [-4.2190, -2.1122, 1.4876], [-0.3360, -1.1676, 1.5210], [1.0140, -1.2117, 1.7480], [1.6437, -0.4423, 0.7762], [3.1569, -0.3643, 0.8540], [4.7447, -2.6224, 1.1130], [4.5268, -2.7884, -0.5316], [5.8012, -0.9452, -1.7697], [7.3470, -0.4026, -0.8837], [5.8956, 1.4045, -0.4295], [5.8163, 0.3884, 1.0795], [3.8331, 1.6789, -2.0741], [1.2782, 1.6019, -2.1557], [-3.0277, 0.6603, 0.1965], [-2.9607, -1.0654, -0.5751], [-2.7362, -0.8261, 2.6371], [-4.9864, -0.1198, 0.7925], [-4.9473, -0.4010, 2.7638], [-0.9502, -1.7901, 2.2309], [3.7417, -0.8640, 1.6650], [-0.9103, 2.4337, 2.3129], [-1.9503, 2.8253, 3.1126], [-1.5521, 3.9374, 3.8096], [-0.2231, 4.2314, 3.4110], [0.1441, 3.2882, 2.4851], [-0.9200, 1.6407, 1.6937], [-2.8806, 2.2790, 3.1173], [-2.1495, 4.4805, 4.5254], [0.3944, 5.0433, 3.7628], [1.0625, 3.1506, 1.9362], [-3.4041, -1.2471, -3.6350], [-3.6926, -2.3779, -4.3511], [-4.9966, -2.2946, -4.7664], [-5.5148, -1.0641, -4.2880], [-4.5097, -0.4387, -3.5965], [-2.5183, -1.0416, -3.2049], [-2.9469, -3.1422, -4.5012], [-5.5205, -3.0351, -5.3504], [-6.5124, -0.6802, -4.4349], [-4.4847, 0.5082, -3.0806]], "mulliken_charge": [-0.57, 0.32, -0.50, -0.52, -1.07, 0.63, -0.60, -0.58, 0.27, -0.41, -0.30, -0.41, 0.11, -0.65, -0.42, -0.21, -0.58, 0.30, -0.54, 0.34, 0.33, 0.36, 0.31, 0.41, 0.37, 0.35, 0.37, 0.45, 0.33, 0.37, 0.27, 0.30, 0.45, 0.68, 0.09, -0.38, -0.61, -0.67, -0.31, 0.38, 0.34, 0.40, 0.39, 0.40, 0.02, -0.52, -0.39, -0.48, -0.38, 0.21, 0.37, 0.39, 0.40, 0.40]}


(3)
{"formula": "C22H25N7OS2", "method": "wB97M-V/def2-TZVPD", "homo_energy_ev": -7.795, "total_energy_ha": -2108.30651, "smiles": "COc1ccccc1Nc1nc(N)nc(CSC(=S)N2CCN(c3ccccc3)CC2)n1", "fmax_ev_per_a": 0.7, "lumo_ev": 0.64, "relative_energy_kj_mol": 7.89, "elements": ["C", "H", "O", "C", "C", "C", "C", "C", "C", "N", "C", "N", "C", "N", "C", "N", "C", "H", "H", "S", "C", "N", "C", "H", "C", "N", "C", "C", "C", "C", "C", "C", "H", "H", "H", "H", "H", "C", "H", "C", "H", "H", "H", "H", "H", "H", "S", "N", "H", "H", "H", "H", "H", "H", "H", "H", "H"], "coordinates": [[0.9385, 7.7852, -0.3197], [1.9712, 8.1479, -0.3181], [0.8754, 6.4081, -0.5964], [1.3559, 5.9630, -1.8039], [1.8973, 6.7725, -2.7869], [2.3543, 6.2180, -3.9744], [2.2729, 4.8559, -4.1822], [1.7334, 4.0328, -3.2071], [1.2708, 4.5708, -2.0160], [0.7158, 3.8199, -0.9863], [0.4675, 2.5011, -0.8902], [-0.0883, 2.1177, 0.2639], [-0.3502, 0.8214, 0.3697], [-0.0887, -0.0920, -0.5824], [0.4673, 0.3974, -1.6756], [0.7600, 1.6669, -1.8930], [0.8368, -0.5268, -2.7954], [0.4869, -0.1244, -3.7447], [1.9239, -0.6406, -2.8285], [0.1050, -2.1619, -2.5986], [1.1041, -2.7747, -1.2580], [0.5412, -3.7320, -0.5016], [-0.8849, -3.9809, -0.5250], [-1.2676, -3.9036, -1.5414], [-1.5647, -2.9511, 0.3955], [-1.0412, -3.0488, 1.7474], [-1.6925, -3.8906, 2.6531], [-1.0203, -4.8031, 3.4684], [-1.7088, -5.5662, 4.3939], [-3.0796, -5.4482, 4.5304], [-3.7574, -4.5396, 3.7342], [-3.0768, -3.7677, 2.8156], [-3.6237, -3.0448, 2.2287], [-4.8265, -4.4230, 3.8364], [-3.6127, -6.0508, 5.2495], [-1.1627, -6.2681, 5.0076], [0.0471, -4.9365, 3.3856], [0.4040, -2.9497, 1.7641], [0.7708, -3.0438, 2.7855], [1.0735, -3.9692, 0.8265], [2.1545, -3.8304, 0.8176], [0.8373, -4.9961, 1.1137], [0.6749, -1.9543, 1.3926], [-2.6408, -3.1103, 0.3933], [-1.3428, -1.9558, -0.0057], [-1.0570, -4.9962, -0.1563], [2.6384, -2.2316, -1.0274], [-0.9305, 0.4029, 1.5055], [-1.0888, 1.0803, 2.2286], [-1.1169, -0.5702, 1.6682], [0.4447, 4.3550, -0.1708], [1.6637, 2.9684, -3.3519], [2.6298, 4.4247, -5.1047], [2.7736, 6.8635, -4.7311], [1.9699, 7.8388, -2.6426], [0.3490, 8.3664, -1.0358], [0.5139, 7.9045, 0.6761]], "mulliken_charge": [-0.91, 0.36, -0.45, 0.90, -0.47, -0.75, -0.84, -0.35, 0.08, 0.00, 0.54, -0.73, 0.25, -0.14, 0.10, -0.36, -0.68, 0.53, 0.39, -0.31, 0.60, -0.02, -1.43, 0.47, -0.11, 0.23, 0.96, -0.55, -0.88, -0.44, -0.76, -0.16, 0.40, 0.36, 0.39, 0.37, 0.29, -0.70, 0.61, -1.08, 0.37, 0.45, 0.14, 0.66, -0.14, 0.45, -0.37, -0.24, 0.23, 0.11, 0.29, 0.56, 0.38, 0.37, 0.39, 0.35, 0.26]}


(4)
{"formula": "C22H25NO5", "method": "wB97M-V/def2-TZVPD", "homo_energy_ev": -9.122, "total_energy_ha": -1284.37162, "smiles": "Cc1ccc(C(=O)COC(=O)CCN2C(=O)[C@@H]3[C@H]4CC[C@H](C4)[C@@H]3C2=O)cc1C", "fmax_ev_per_a": 0.7, "lumo_ev": 0.46, "relative_energy_kj_mol": 8.39, "elements": ["C", "C", "C", "C", "C", "C", "C", "C", "H", "H", "H", "H", "C", "O", "C", "H", "H", "O", "C", "O", "C", "H", "H", "C", "N", "C", "O", "C", "H", "C", "C", "O", "H", "C", "H", "C", "H", "H", "C", "H", "C", "H", "H", "C", "H", "H", "H", "H", "H", "H", "H", "H", "H"], "coordinates": [[-1.5093, -3.2745, 1.2323], [-2.3866, -2.1697, 0.7392], [-2.5725, -1.0309, 1.5143], [-3.3447, 0.0252, 1.0715], [-3.9572, -0.0455, -0.1783], [-3.8164, -1.2092, -0.9335], [-3.0381, -2.2670, -0.4965], [-2.8944, -3.4954, -1.3411], [-3.1982, -4.3802, -0.7835], [-3.5066, -3.4202, -2.2356], [-1.8561, -3.6343, -1.6419], [-4.3179, -1.2604, -1.8891], [-4.7343, 1.0664, -0.7551], [-5.6999, 0.9127, -1.4649], [-4.2185, 2.4739, -0.4463], [-4.5469, 3.1533, -1.2382], [-4.6312, 2.8193, 0.5111], [-2.7971, 2.4906, -0.3838], [-2.2237, 2.9629, 0.7258], [-2.8275, 3.4598, 1.6389], [-0.7232, 2.7826, 0.6963], [-0.2761, 3.6678, 0.2365], [-0.3792, 2.7272, 1.7311], [-0.2984, 1.5339, -0.0797], [1.1030, 1.2455, 0.1354], [1.5394, 0.1974, 0.9207], [0.8127, -0.5828, 1.4778], [3.0523, 0.2140, 0.9143], [3.4206, 0.2579, 1.9401], [3.4351, 1.4069, 0.0302], [2.1180, 2.0051, -0.4132], [1.9400, 2.9568, -1.1263], [4.0372, 2.1741, 0.5184], [4.1916, 0.7522, -1.1409], [4.2557, 1.3925, -2.0180], [3.4369, -0.5678, -1.3021], [3.9198, -1.2433, -2.0051], [2.3926, -0.4436, -1.5843], [3.6339, -0.9924, 0.1536], [3.1910, -1.9395, 0.4544], [5.1599, -0.9309, 0.2883], [5.4713, -0.7965, 1.3230], [5.6084, -1.8534, -0.0791], [5.5439, 0.2693, -0.6035], [6.0630, 1.0497, -0.0493], [6.1873, -0.0416, -1.4260], [-0.4670, 1.6843, -1.1483], [-0.8582, 0.6593, 0.2618], [-3.4905, 0.8826, 1.7107], [-2.0875, -0.9674, 2.4770], [-0.9801, -2.9680, 2.1297], [-2.1010, -4.1625, 1.4556], [-0.7755, -3.5463, 0.4756]], "mulliken_charge": [-2.03, 1.41, -0.57, -0.94, 0.62, -1.20, 1.28, -1.65, 0.34, 0.41, 0.32, 0.41, 0.19, -0.59, -0.69, 0.36, 0.41, -0.24, 0.38, -0.63, -0.34, 0.36, 0.37, -0.49, 0.39, -0.09, -0.61, -0.06, 0.53, 0.00, -0.05, -0.64, 0.55, -0.20, 0.51, -0.95, 0.41, 0.35, -0.20, 0.52, -0.89, 0.39, 0.38, -0.91, 0.41, 0.38, 0.26, -0.07, 0.55, 0.35, 0.39, 0.47, 0.34]}